(1)
ORCA calculation (ωB97M-V/def2-TZVPD) on C17H20B3Cl42F3O5 as an isolated structure in a non-equilibrium geometry.

Last column: Mulliken charge in e.
CARTESIAN COORDINATES (ANGSTROEM)
1 O 0.9079 -2.6195 0.6299  -0.521
2 B -0.0177 -3.0060 -0.2817  0.781
3 O -0.9371 -4.0137 -0.0640  -0.632
4 B -1.3454 -4.6559 -1.2088  0.723
5 O -0.6313 -4.5659 -2.3835  -0.669
6 B 0.2525 -3.4964 -2.4276  0.085
7 C 1.5116 -3.5728 -3.3554  -0.786
8 C 2.1017 -2.2321 -3.7210  0.159
9 O 1.0724 -1.3360 -4.0926  -0.489
10 C 3.0065 -1.6390 -2.6442  0.697
11 F 2.3319 -0.8870 -1.7699  -0.269
12 F 3.6637 -2.5755 -1.9387  -0.288
13 F 3.9575 -0.8598 -3.2197  -0.307
14 O -0.0247 -2.4612 -1.5627  0.140
15 H 0.5427 -2.1887 1.4050  0.224
16 H -2.3527 -5.2836 -1.2143  -0.150
17 H 2.2545 -4.1712 -2.8380  0.445
18 H 1.2609 -4.0850 -4.2739  0.057
19 H 2.7348 -2.3660 -4.5953  0.413
20 H 1.4236 -0.4450 -4.0461  0.328
21 C 2.4977 1.9719 0.4931  0.394
22 Cl 2.3221 3.6927 0.1365  -0.122
23 Cl 4.0972 1.6102 1.1449  -0.118
24 Cl 1.2433 1.4190 1.5986  -0.018
25 H 2.3862 1.4246 -0.4326  -0.129
26 C 5.6869 4.6303 4.0704  -0.021
27 Cl 5.1970 5.9609 5.1243  -0.124
28 Cl 4.3940 4.1877 2.9609  -0.026
29 Cl 7.1537 5.0556 3.1832  -0.125
30 H 5.9067 3.7745 4.6929  0.307
31 C -2.0205 0.2969 3.4136  0.642
32 Cl -2.5896 -0.3451 1.8732  -0.001
33 Cl -0.5729 -0.5607 3.9451  -0.084
34 Cl -1.7195 2.0308 3.2936  -0.097
35 H -2.7926 0.1432 4.1554  -0.393
36 C -6.6660 -0.9425 0.5391  -0.099
37 Cl -7.2591 -2.5022 1.1137  -0.139
38 Cl -5.9804 -0.0096 1.8636  0.090
39 Cl -5.4789 -1.1617 -0.7505  -0.102
40 H -7.5040 -0.3915 0.1348  0.280
41 C -1.8075 -2.9238 7.3799  -0.013
42 Cl -2.7557 -4.3581 7.7637  -0.123
43 Cl -0.3151 -3.3638 6.5491  -0.121
44 Cl -2.7543 -1.7895 6.4148  -0.062
45 H -1.5449 -2.4345 8.3071  0.294
46 C 6.8970 -3.5010 -3.9891  0.141
47 Cl 5.7011 -4.3318 -4.9899  -0.051
48 Cl 7.4967 -4.5695 -2.7244  -0.118
49 Cl 8.2247 -2.9044 -4.9877  -0.142
50 H 6.4206 -2.6547 -3.5208  0.172
51 C -2.7282 -4.0340 -5.7711  -0.112
52 Cl -3.4267 -5.4777 -5.0419  -0.130
53 Cl -1.9149 -3.0625 -4.5481  -0.007
54 Cl -1.6268 -4.4646 -7.0884  -0.137
55 H -3.5315 -3.4489 -6.1958  0.398
56 C -7.1255 0.4831 5.5537  0.121
57 Cl -7.4127 0.2356 7.2746  -0.137
58 Cl -5.5106 -0.0869 5.1077  -0.052
59 Cl -8.3658 -0.3160 4.5935  -0.104
60 H -7.1717 1.5450 5.3531  0.144
61 C -6.4927 3.9391 0.8171  0.199
62 Cl -7.7374 3.2417 -0.2258  -0.139
63 Cl -6.6432 3.3304 2.4631  0.000
64 Cl -4.8847 3.6063 0.1787  -0.084
65 H -6.6338 5.0115 0.8421  0.026
66 C 9.6004 -6.1645 -6.8011  0.559
67 Cl 8.3624 -6.9677 -7.7665  -0.124
68 Cl 10.1846 -7.2243 -5.5183  -0.123
69 Cl 10.9327 -5.6122 -7.8174  -0.130
70 H 9.1518 -5.2980 -6.3388  -0.178
71 C 7.0360 9.2178 3.8170  0.184
72 Cl 6.6062 10.5588 4.8805  -0.129
73 Cl 5.7184 8.8456 2.7103  -0.107
74 Cl 8.5212 9.5704 2.9325  -0.128
75 H 7.2103 8.3444 4.4312  0.173
76 C -4.5810 5.8817 4.7219  0.032
77 Cl -4.7048 4.1781 5.1600  -0.058
78 Cl -3.2971 6.6794 5.6275  -0.125
79 Cl -4.3179 6.0476 2.9863  -0.084
80 H -5.5186 6.3567 4.9738  0.221
81 C 1.8746 -6.2042 -7.4155  0.548
82 Cl 1.6387 -7.8652 -6.8811  -0.124
83 Cl 3.2802 -5.4802 -6.6239  -0.099
84 Cl 2.0578 -6.1297 -9.1672  -0.131
85 H 0.9973 -5.6325 -7.1408  -0.207
86 C -7.1035 9.1577 2.1818  -0.010
87 Cl -5.9816 9.9536 1.0832  -0.118
88 Cl -7.9055 7.7986 1.3871  -0.115
89 Cl -6.2719 8.6204 3.6419  -0.100
90 H -7.8617 9.8723 2.4693  0.348

The orbital gap is 11.08 eV. As for the LUMO energy: 0.175 eV. The HOMO energy comes out at -10.91 eV. Its total energy is -564322.233 eV.

(2)
ORCA calculation (ωB97M-V/def2-TZVPD) on an isolated ion of composition C6H7N and charge +1 in a non-equilibrium geometry.

Last column: natural (NBO) charge in e.
CARTESIAN COORDINATES (ANGSTROEM)
1 C 1.2609 0.9637 -1.5180  -0.234
2 C 1.3656 -0.4094 -1.3113  0.184
3 N 0.6833 -0.7714 -0.1937  -0.531
4 C 0.0110 0.3216 0.3065  0.328
5 C 0.4587 1.4288 -0.4365  -0.184
6 C -1.8613 -0.8481 1.2827  -0.223
7 C -0.9823 0.1633 1.3535  -0.300
8 H 1.6014 1.6006 -2.3105  0.273
9 H 1.7064 -1.2383 -1.9231  0.251
10 H 0.6766 -1.6854 0.2439  0.455
11 H 0.3111 2.4914 -0.4760  0.274
12 H -1.7707 -1.6197 0.5385  0.201
13 H -2.5604 -1.0093 2.0974  0.236
14 H -0.9003 0.6122 2.3467  0.271

The orbital gap (alpha / beta) is 10.41 / 7.51 eV. As for the LUMO energy (alpha / beta): -3.933 / -7.542 eV. As for the multiplicity: 2. The HOMO energy (alpha / beta) comes out at -14.35 / -15.05 eV. Its total energy is -7816.397 eV. As for the total charge: +1.